1.
Computed, not measured: a cluster of 2 separate species, C6H7N in total at a distorted geometry, with the ωB97M-V functional and the def2-TZVPD basis.

Geometry as XYZ:
```
14
Properties=species:S:1:pos:R:3:mulliken_charge:R:1
C -2.465 2.884 -0.872 -0.347
C 2.131 1.207 0.777 -0.703
C 0.984 -1.562 0.110 0.350
C -1.776 2.801 0.111 -0.406
C 1.963 0.621 -0.424 -0.105
C 0.272 -2.838 0.280 -0.818
N 1.396 -0.615 -0.481 -0.006
H -2.970 3.397 -1.668 0.318
H 2.620 2.239 0.711 0.146
H -1.108 2.502 0.854 0.426
H 2.171 0.968 -1.499 0.303
H -0.089 -3.210 -0.626 0.307
H -0.623 -2.528 0.889 0.266
H 1.005 -3.483 0.807 0.269
```

Summary:
Energy above the lowest of the compared OMol25 structures with the same formula, charge and spin (kcal/mol): 186.4
Orbital gap (eV): 6.82

***

2.
Computed, not measured: the molecule C6H7N at a distorted geometry, with the ωB97M-V functional and the def2-TZVPD basis.

Geometry as XYZ:
```
14
Properties=species:S:1:pos:R:3:mulliken_charge:R:1
N 2.618 -1.749 -0.859 -0.462
C 1.670 -1.329 -0.344 0.042
C 0.423 -0.779 0.196 0.211
C -0.536 -0.407 -0.949 -0.749
C -1.471 0.564 -0.272 -0.375
C -0.847 1.145 0.751 -0.353
C 0.557 0.593 0.889 -0.765
H -0.030 -1.511 0.877 0.328
H 0.082 0.171 -1.655 0.282
H -0.982 -1.254 -1.473 0.394
H -2.453 0.813 -0.662 0.389
H -1.218 1.981 1.336 0.391
H 1.227 1.200 0.261 0.295
H 0.961 0.561 1.903 0.373
```

Summary:
Structure (SMILES): N#CC1CC=CC1
Energy above the lowest of the compared OMol25 structures with the same formula, charge and spin (kcal/mol): 22.5
Orbital gap (eV): 10.74

***

3.
Computed, not measured: a cluster of 2 separate species, C6H7N in total at a distorted geometry, with the ωB97M-V functional and the def2-TZVPD basis.

Geometry as XYZ:
```
14
Properties=species:S:1:pos:R:3:mulliken_charge:R:1
N 2.978 -1.399 -0.927 -0.479
C 1.997 -0.837 -0.664 0.257
C 0.779 -0.153 -0.383 0.258
C -0.446 -0.567 -0.767 -0.770
C -1.450 0.388 -0.305 -0.268
C -0.825 1.404 0.314 -0.567
C 0.655 1.153 0.359 -0.464
H -0.659 -1.491 -1.292 0.536
H -2.519 0.277 -0.444 0.431
H -1.293 2.291 0.725 0.427
H 1.237 1.943 -0.132 0.330
H 1.010 1.098 1.400 0.290
H -0.380 -1.939 1.070 -0.110
H -1.084 -2.167 1.046 0.131
```

Summary:
Structure (SMILES): N#CC1=CC=CC1.[H][H]
Energy above the lowest of the compared OMol25 structures with the same formula, charge and spin (kcal/mol): 53.4
Orbital gap (eV): 9.31

***

4.
Computed, not measured: a structure of composition C6H7N at a distorted geometry, with the ωB97M-V functional and the def2-TZVPD basis.

Geometry as XYZ:
```
14
Properties=species:S:1:pos:R:3:mulliken_charge:R:1
C 1.286 0.615 -0.003 0.201
C 2.473 1.064 -0.055 -1.039
C 1.812 -0.801 0.108 -0.128
C -0.177 -0.005 0.051 1.905
C -0.923 0.097 1.291 -1.332
C -0.937 0.219 -1.252 -1.309
N 0.633 -1.310 0.060 -0.674
H 2.717 -1.337 -0.053 0.434
H -1.626 1.040 1.237 0.299
H -0.444 0.272 2.296 0.330
H -1.503 -0.762 1.372 0.370
H -0.232 0.302 -2.234 0.290
H -1.503 1.219 -1.207 0.310
H -1.576 -0.611 -1.610 0.343
```

Summary:
Energy above the lowest of the compared OMol25 structures with the same formula, charge and spin (kcal/mol): 149.0
Orbital gap (eV): 10.59

***

5.
Computed, not measured: a cluster of 2 separate species, C6H7N in total, with the ωB97M-V functional and the def2-TZVPD basis.

Geometry as XYZ:
```
14
Properties=species:S:1:pos:R:3:mulliken_charge:R:1
N 0.610 2.350 -1.625 -0.544
C -0.405 2.229 -1.046 -0.319
C -0.175 0.511 0.882 -0.722
C 1.085 0.100 0.421 0.553
C 0.880 -1.193 -0.295 -0.447
C -0.425 -1.481 -0.329 -0.361
C -1.209 -0.442 0.427 -0.510
H -0.378 1.392 1.476 0.431
H 0.886 0.979 -0.415 -0.028
H 2.013 0.413 0.893 0.442
H 1.685 -1.753 -0.754 0.408
H -0.888 -2.326 -0.824 0.402
H -1.987 0.075 -0.142 0.344
H -1.692 -0.854 1.330 0.350
```

Summary:
Energy above the lowest of the compared OMol25 structures with the same formula, charge and spin (kcal/mol): 109.8
Orbital gap (eV): 7.99

***

6.
Computed, not measured: the molecule C6H7N at a distorted geometry, with the ωB97M-V functional and the def2-TZVPD basis.

Geometry as XYZ:
```
14
Properties=species:S:1:pos:R:3:mulliken_charge:R:1
C 3.017 0.214 -0.228 -0.555
C 2.259 -0.865 0.080 -0.320
C 1.596 0.404 0.056 0.504
N 0.520 1.023 0.155 -0.654
C -0.666 0.004 0.510 -0.145
C -2.053 0.616 0.332 -0.464
C -1.493 -0.378 -0.650 -0.449
H 3.900 0.762 -0.400 0.379
H 2.063 -1.882 0.193 0.407
H -0.398 -0.678 1.324 0.323
H -2.027 1.671 -0.046 0.228
H -3.045 0.408 0.960 0.220
H -2.156 -1.259 -0.590 0.255
H -1.516 -0.040 -1.696 0.271
```

Summary:
Structure (SMILES): c1cc1=NC1CC1
Energy above the lowest of the compared OMol25 structures with the same formula, charge and spin (kcal/mol): 123.6
Orbital gap (eV): 9.76

***

7.
Computed, not measured: the molecule C6H7N at a distorted geometry, with the ωB97M-V functional and the def2-TZVPD basis.

Geometry as XYZ:
```
14
Properties=species:S:1:pos:R:3:mulliken_charge:R:1
C 1.852 -0.477 -0.299 -1.274
C 0.834 0.147 0.553 0.112
C -0.014 1.360 0.147 -0.647
C -0.545 0.015 0.274 0.454
C -1.483 -0.898 0.002 -0.754
C -2.756 -0.366 -0.198 0.341
N -3.780 0.147 -0.325 -0.458
H 1.574 -0.472 -1.350 0.351
H 1.992 -1.632 0.016 0.265
H 2.708 0.139 -0.280 0.350
H 1.116 0.002 1.546 0.345
H 0.004 1.721 -0.900 0.204
H -0.295 2.196 0.782 0.266
H -1.207 -1.881 0.033 0.446
```

Summary:
Structure (SMILES): C[C@H]1C/C1=C\C#N
Energy above the lowest of the compared OMol25 structures with the same formula, charge and spin (kcal/mol): 67.8
Orbital gap (eV): 10.34

***

8.
Computed, not measured: the molecule C6H7N at a distorted geometry, with the ωB97M-V functional and the def2-TZVPD basis.

Geometry as XYZ:
```
14
Properties=species:S:1:pos:R:3:mulliken_charge:R:1
C -0.729 -0.838 -0.050 0.036
C -1.695 0.327 -0.115 -0.100
C -2.174 -1.078 0.363 -0.502
C 0.810 -0.024 0.177 0.742
C -0.731 1.559 0.087 -0.352
C 1.925 -0.949 0.301 -1.175
N 0.834 1.274 0.169 -0.576
H -0.675 -1.734 -0.792 0.219
H -2.155 0.690 -1.030 0.167
H -0.935 2.235 -0.854 0.292
H -0.981 2.238 1.013 0.241
H 1.784 -1.560 1.159 0.336
H 2.864 -0.457 0.106 0.348
H 1.858 -1.683 -0.536 0.325
```

Summary:
Energy above the lowest of the compared OMol25 structures with the same formula, charge and spin (kcal/mol): 176.0
Orbital gap (eV): 9.12

***

9.
Computed, not measured: the molecule C6H7N at a distorted geometry, with the ωB97M-V functional and the def2-TZVPD basis.

Geometry as XYZ:
```
14
Properties=species:S:1:pos:R:3:mulliken_charge:R:1
C 1.268 -1.360 -0.060 -1.264
C 0.476 -0.069 -0.085 0.688
C 0.121 0.784 1.041 -0.425
C -0.918 0.423 0.066 0.138
C -2.543 0.048 0.146 -0.050
N -3.633 -0.239 0.261 -0.372
C -0.085 0.881 -1.082 -0.519
H 1.300 -1.850 0.881 0.344
H 2.301 -0.964 -0.340 0.315
H 0.958 -2.080 -0.816 0.299
H 0.366 1.884 0.948 0.121
H 0.267 0.291 2.042 0.241
H -0.091 0.341 -1.981 0.301
H 0.213 1.910 -1.023 0.183
```

Summary:
Structure (SMILES): C[C@]12C[C@@]1(C#N)C2
Energy above the lowest of the compared OMol25 structures with the same formula, charge and spin (kcal/mol): 91.5
Orbital gap (eV): 10.60

***

10.
Computed, not measured: a structure of composition C6H7N at a distorted geometry, with the ωB97M-V functional and the def2-TZVPD basis.

Geometry as XYZ:
```
14
Properties=species:S:1:pos:R:3:mulliken_charge:R:1
C 2.305 0.770 0.082 -0.365
C -1.540 0.939 0.351 -0.572
C -0.389 -1.638 0.266 -0.047
C -1.369 0.307 -1.008 -0.380
C -1.270 -0.503 0.018 0.108
C 0.672 -0.867 -0.414 -0.274
N 1.569 -0.228 0.070 -0.144
H 3.334 0.666 0.239 0.263
H 2.039 1.854 -0.244 0.192
H -0.816 1.664 0.790 0.151
H -2.473 1.333 0.929 0.205
H -0.101 -1.906 1.360 0.280
H -0.543 -2.696 -0.322 0.203
H -1.417 0.305 -2.117 0.378
```

Summary:
Energy above the lowest of the compared OMol25 structures with the same formula, charge and spin (kcal/mol): 168.9
Orbital gap (eV): 8.40

***

11.
Computed, not measured: a structure of composition C6H7N at a distorted geometry, with the ωB97M-V functional and the def2-TZVPD basis.

Geometry as XYZ:
```
14
Properties=species:S:1:pos:R:3:mulliken_charge:R:1
C 0.145 0.586 -1.229 -0.673
C 1.104 -0.230 -0.367 -0.425
C 0.314 -1.081 0.608 -0.238
C 0.901 0.201 1.045 -0.176
N -0.540 0.487 1.087 -0.487
C -1.019 0.633 -0.256 0.017
C -1.368 -0.764 0.080 -0.578
H -0.138 0.073 -2.153 0.358
H 0.537 1.581 -1.452 0.349
H 2.061 -0.589 -0.735 0.410
H 0.443 -2.010 1.130 0.415
H 1.590 0.541 1.829 0.408
H -1.750 1.429 -0.272 0.373
H -2.281 -0.856 0.685 0.247
```

Summary:
Energy above the lowest of the compared OMol25 structures with the same formula, charge and spin (kcal/mol): 145.1
Orbital gap (eV): 8.69

***

12.
Computed, not measured: the molecule C6H7N at a distorted geometry, with the ωB97M-V functional and the def2-TZVPD basis.

Geometry as XYZ:
```
14
Properties=species:S:1:pos:R:3:mulliken_charge:R:1
C 0.224 -1.451 -2.270 -0.757
C 0.756 -0.980 -1.003 -0.257
C 0.268 0.004 -0.033 0.624
C 0.972 0.318 1.233 -0.743
C -0.013 0.976 2.005 -0.299
N -1.241 0.960 1.301 0.005
C -1.157 0.338 0.102 -0.381
H 0.946 -1.758 -3.083 0.208
H -0.794 -1.523 -2.563 0.307
H 1.862 -1.118 -0.969 0.218
H 1.834 0.813 1.409 0.323
H 0.035 1.280 3.140 0.304
H -2.021 1.483 1.580 0.199
H -1.672 0.659 -0.850 0.249
```

Summary:
Structure (SMILES): C=Cc1cc[nH]c1
Energy above the lowest of the compared OMol25 structures with the same formula, charge and spin (kcal/mol): 80.5
Orbital gap (eV): 8.34

***

13.
Computed, not measured: the ion C6H7N2 with charge +1 at a distorted geometry, with the ωB97M-V functional and the def2-TZVPD basis.

Geometry as XYZ:
```
15
Properties=species:S:1:pos:R:3:mulliken_charge:R:1
C 1.405 1.098 -0.049 -1.495
C 0.061 0.585 -0.037 1.049
C -0.943 1.532 0.008 -0.238
C -2.180 0.970 0.028 -0.042
C -2.421 -0.244 -0.021 -0.130
N -1.602 -1.329 -0.056 -0.150
C -0.317 -0.860 0.040 0.210
N 0.699 -1.706 0.056 -0.384
H 2.245 0.380 -0.403 0.348
H 1.710 1.477 0.917 0.339
H 1.524 2.041 -0.656 0.363
H -0.635 2.604 -0.146 0.359
H -1.791 -2.415 -0.133 0.349
H 1.674 -1.428 0.200 0.180
H 0.571 -2.705 0.251 0.243
```

Summary:
Structure (SMILES): Cc1cc#c[nH]c1=[NH2+]
Energy above the lowest of the compared OMol25 structures with the same formula, charge and spin (kcal/mol): 79.0
Net charge: +1
Orbital gap (eV): 8.28

***

14.
Computed, not measured: a cluster of 2 separate species, C6H7N2O2 in total at a distorted geometry, with the ωB97M-V functional and the def2-TZVPD basis.

Geometry as XYZ:
```
17
Properties=species:S:1:pos:R:3:mulliken_charge:R:1
C 0.275 -1.996 1.612 -0.029
C -0.141 -0.809 2.195 -0.715
C 0.489 -2.063 0.243 -0.765
C -0.355 0.297 1.378 0.021
C 0.265 -0.918 -0.514 0.133
C -0.729 1.917 -1.263 -0.160
N -0.133 0.167 0.093 -0.207
N 0.398 1.838 -2.130 0.980
O 0.535 0.792 -2.735 -0.514
O 1.129 2.793 -2.161 -0.474
H 0.434 -2.873 2.227 0.417
H -0.318 -0.713 3.255 0.385
H 0.811 -2.969 -0.245 0.392
H -0.693 1.239 1.778 0.391
H 0.415 -0.887 -1.592 0.488
H -0.730 2.721 -0.539 0.344
H -1.651 1.463 -1.600 0.313
```

Summary:
Energy above the lowest of the compared OMol25 structures with the same formula, charge and spin (kcal/mol): 141.1
Net charge: +1
Orbital gap (eV): 7.67

***

15.
Computed, not measured: the ion C6H7N2O5S with charge -1 at a distorted geometry, with the ωB97M-V functional and the def2-TZVPD basis.

Geometry as XYZ:
```
21
Properties=species:S:1:pos:R:3:mulliken_charge:R:1
H -0.620 2.699 0.588 0.338
N 0.225 2.103 0.372 -0.576
C -0.271 1.353 -0.513 0.099
C 0.394 0.356 -1.412 0.309
C -0.573 -0.754 -1.478 -0.958
C -0.731 -1.514 -0.382 -0.123
C 0.021 -1.496 0.843 -0.477
C 1.040 -0.674 1.195 -0.180
N 1.980 -0.018 0.402 0.102
O 2.500 1.089 1.040 -0.508
O 1.729 0.015 -0.941 -0.380
S -2.037 1.620 -1.017 1.286
O -2.729 0.746 -0.111 -0.615
O -2.219 3.016 -0.603 -0.785
O -2.254 1.255 -2.439 -0.674
H 0.639 0.628 -2.470 0.281
H -1.168 -0.668 -2.344 0.564
H -1.516 -2.327 -0.427 0.261
H -0.330 -2.098 1.663 0.305
H 1.421 -0.762 2.249 0.270
H 1.706 1.701 1.014 0.461
```

Summary:
Structure (SMILES): [H]/N=C(/[C@@H]1C=CC=CN(O)O1)S(=O)(=O)[O-]
Energy above the lowest of the compared OMol25 structures with the same formula, charge and spin (kcal/mol): 0.0
Net charge: -1
Orbital gap (eV): 8.31

***

16.
Computed, not measured: a cluster of 4 separate species, C6H7N2O6 in total at a distorted geometry, with the ωB97M-V functional and the def2-TZVPD basis.

Geometry as XYZ:
```
21
Properties=species:S:1:pos:R:3:mulliken_charge:R:1
C 2.299 -0.748 0.603 0.600
C 3.291 2.006 0.810 0.806
C -0.202 0.869 -2.210 -0.459
C -1.337 0.336 1.767 -0.718
C -1.206 -2.744 -0.578 -0.381
C -1.717 1.199 -0.297 -0.742
N 1.779 -1.675 0.106 -0.743
N -2.290 -3.128 -0.566 0.557
O 2.814 2.147 -0.250 -0.459
O 2.853 0.181 1.216 -0.701
O -3.407 -3.477 -0.689 -0.700
O 3.795 2.319 1.852 -0.506
O -1.322 1.461 -1.500 0.049
O -0.944 0.498 0.499 0.269
H -0.027 1.635 -2.964 0.251
H -0.422 -0.093 -2.705 0.240
H 0.689 0.775 -1.555 0.167
H -2.348 0.745 2.050 0.348
H -0.807 1.021 2.557 0.247
H -1.259 -0.703 2.124 0.289
H -0.232 -2.625 -0.268 0.586
```

Summary:
Net charge: -1
Orbital gap (eV): 8.97

***

no.,HOMO (hartree)
1,-0.2614
2,-0.3603
3,-0.3364
4,-0.3622
5,-0.3372
6,-0.3255
7,-0.3596
8,-0.3462
9,-0.3615
10,-0.2795
11,-0.2788
12,-0.2811
13,-0.4921
14,-0.5435
15,-0.1741
16,-0.2063